Record 1
Computed, not measured: a 13-piece molecular cluster, C20H28Cl36N3O2S2 overall, with wB97M-V/def2-TZVPD.

Atoms and positions in Å:
N -4.540 2.928 1.191
C -4.309 2.464 -0.190
C -2.975 1.720 -0.384
C -1.832 2.186 0.521
C -1.013 0.969 0.952
N -0.221 1.118 2.188
C -0.103 0.064 3.062
C 0.687 0.469 4.102
S 1.203 -0.471 5.479
N 1.043 1.769 3.818
C 0.502 2.144 2.652
C 0.691 3.460 1.977
S 2.368 4.057 2.217
O 3.201 3.442 1.227
O 2.699 3.938 3.613
H -5.378 2.504 1.566
H -4.744 3.920 1.179
H -4.397 3.280 -0.907
H -5.090 1.756 -0.466
H -2.670 1.892 -1.421
H -3.131 0.641 -0.311
H -1.193 2.861 -0.046
H -2.207 2.705 1.404
H -0.369 0.623 0.141
H -1.718 0.170 1.171
H -0.581 -0.884 2.887
H 0.139 -0.218 6.253
H 1.673 2.328 4.388
H 0.594 3.376 0.897
H 0.018 4.209 2.401
H 2.246 5.371 1.921
C 3.241 -2.335 0.975
Cl 2.202 -1.291 1.970
Cl 2.326 -3.005 -0.362
Cl 4.643 -1.439 0.400
H 3.586 -3.148 1.599
C -3.481 5.615 -3.399
Cl -2.515 5.271 -1.956
Cl -2.755 4.827 -4.802
Cl -5.146 5.089 -3.164
H -3.477 6.683 -3.573
C 1.290 3.186 -2.594
Cl 0.162 1.854 -2.852
Cl 1.652 4.022 -4.088
Cl 0.612 4.315 -1.399
H 2.208 2.785 -2.185
C -5.597 0.738 -3.477
Cl -4.471 1.920 -4.147
Cl -4.702 -0.490 -2.582
Cl -6.775 1.510 -2.411
H -6.133 0.271 -4.294
C -3.505 9.360 -0.697
Cl -3.699 7.743 -0.014
Cl -2.866 9.267 -2.343
Cl -5.021 10.247 -0.661
H -2.784 9.895 -0.094
C 8.272 -1.397 1.323
Cl 8.342 -2.056 -0.313
Cl 8.714 -2.619 2.513
Cl 9.292 0.032 1.473
H 7.251 -1.100 1.519
C 3.460 -7.060 0.111
Cl 1.792 -7.197 0.671
Cl 4.206 -5.586 0.757
Cl 4.394 -8.484 0.531
H 3.446 -6.972 -0.965
C 4.358 -6.148 -4.155
Cl 3.370 -7.581 -4.430
Cl 4.502 -5.177 -5.613
Cl 3.696 -5.187 -2.823
H 5.348 -6.474 -3.865
C -2.918 -3.274 -0.345
Cl -4.242 -2.410 0.441
Cl -3.195 -3.418 -2.077
Cl -1.374 -2.471 -0.016
H -2.870 -4.269 0.076
C -8.637 -2.656 -3.770
Cl -8.689 -1.111 -4.625
Cl -8.776 -3.997 -4.901
Cl -7.170 -2.801 -2.800
H -9.485 -2.689 -3.099
C 4.809 3.234 6.448
Cl 3.374 2.188 6.501
Cl 5.124 3.926 8.032
Cl 6.197 2.338 5.849
H 4.599 4.039 5.756
C 4.544 -12.307 -1.112
Cl 4.616 -10.987 -2.283
Cl 5.690 -13.576 -1.525
Cl 4.823 -11.714 0.528
H 3.548 -12.726 -1.147

Total charge: +1
Energy in Eh: -18456.61725
Strongest force on any atom in eV/A: 0.9
Kohn-Sham gap in eV: 9.1

***

Record 2
Computed, not measured: one molecule with the formula C18H14N4OS in a non-equilibrium geometry, with wB97M-V/def2-TZVPD.

Atoms and positions in Å:
C -3.918 3.250 0.539
C -2.553 3.302 0.480
N -1.959 4.589 0.412
N -0.533 4.345 0.453
C -0.156 3.012 0.409
O 1.038 2.807 0.152
C -1.440 2.325 0.284
C -1.656 0.952 0.016
C -0.695 -0.085 -0.164
C 0.338 -0.147 0.712
N 1.221 -1.088 0.286
C 2.440 -1.332 1.006
C 2.859 -0.633 2.220
C 3.862 -1.033 3.119
C 4.621 -2.135 2.728
C 4.298 -2.858 1.627
C 3.356 -2.391 0.722
N 0.665 -1.867 -0.725
C -0.485 -1.303 -1.095
C -1.370 -1.513 -2.229
C -1.169 -2.421 -3.183
C -2.144 -2.581 -4.168
C -3.292 -1.918 -3.720
S -3.044 -0.805 -2.310
H -4.322 2.227 0.584
H -4.563 4.155 0.824
H -2.335 5.286 -0.188
H 0.183 4.986 0.135
H -2.722 0.579 0.084
H 0.506 0.578 1.559
H 2.263 0.132 2.748
H 4.006 -0.591 4.079
H 5.331 -2.508 3.495
H 4.853 -3.751 1.547
H 3.247 -2.997 -0.122
H -0.288 -3.076 -3.207
H -2.148 -3.446 -4.935
H -4.294 -2.048 -4.172

Total charge: 0
Energy relative to the best compared isomer or geometry (same formula, charge and spin) in eV: 6.413
Energy in Eh: -1386.57764
Strongest force on any atom in eV/A: 5.0
Kohn-Sham gap in eV: 7.0

***

Record 3
Computed, not measured: a 2-piece molecular cluster, C6H6 overall in a non-equilibrium geometry, with wB97M-V/def2-TZVPD.

Atoms and positions in Å:
C 2.234 -0.120 -0.703
C 1.198 -0.211 0.081
C 2.510 -0.032 0.820
C -2.118 0.023 -0.712
C -2.570 0.063 0.828
C -1.300 -0.107 0.490
H 2.596 0.104 -1.679
H 2.955 -0.909 1.205
H 2.635 1.094 1.111
H -2.567 -0.801 -1.393
H -2.002 0.913 -1.186
H -3.572 -0.017 1.139

Total charge: 0
Energy relative to the best compared isomer or geometry (same formula, charge and spin) in eV: 10.857
Energy in Eh: -231.82733
Strongest force on any atom in eV/A: 3.7
Kohn-Sham gap (spin up / spin down) in eV: 7.9 / 7.9

***

Record 4
Computed, not measured: a 2-piece molecular cluster, C4H10NO3 overall in a non-equilibrium geometry, with wB97M-V/def2-TZVPD.

Atoms and positions in Å:
O 1.416 -0.531 -1.789
C 2.041 0.163 -0.799
C 1.475 -0.237 0.604
C -0.023 0.182 0.661
C -0.819 0.279 -0.668
O -2.169 0.876 -0.596
N 2.035 0.265 1.778
H 1.945 1.295 -1.045
H 3.056 -0.092 -0.835
H -0.725 -0.222 1.321
H 0.006 1.161 1.200
H -0.884 -0.749 -1.176
H -0.160 0.847 -1.341
H 1.576 -1.332 0.651
H 2.846 -0.088 2.161
H -3.889 -0.738 1.302
H -2.537 0.106 0.088
O -3.188 -0.891 0.690

Total charge: -1
Energy relative to the best compared isomer or geometry (same formula, charge and spin) in eV: 9.521
Energy in Eh: -438.63536
Strongest force on any atom in eV/A: 7.7
Kohn-Sham gap in eV: 3.5

***

Record 5
Computed, not measured: a 3-piece molecular cluster, C17H33Br2NO11P3 overall in a non-equilibrium geometry, with wB97M-V/def2-TZVPD.

Atoms and positions in Å:
O -4.805 -1.309 -3.414
P -4.651 0.242 -3.912
Br -6.362 1.311 -3.006
C -3.172 0.826 -2.848
N -1.965 0.124 -3.383
C -0.667 0.793 -2.967
C -0.873 1.973 -2.032
C -1.039 1.558 -0.564
O -1.133 2.676 0.289
C -2.436 3.132 0.469
C -2.738 4.399 -0.001
C -4.014 4.922 0.099
C -5.017 4.151 0.680
C -4.702 2.898 1.162
C -3.425 2.363 1.062
O -1.856 2.887 -2.459
C -3.034 2.348 -2.958
Br -3.239 2.883 -4.837
H -4.371 -1.510 -2.574
H -3.417 0.518 -1.831
H -2.039 0.174 -4.406
H -1.922 -0.862 -3.127
H 0.050 0.097 -2.536
H -0.211 1.173 -3.880
H 0.072 2.520 -2.056
H -0.143 1.002 -0.274
H -1.911 0.913 -0.425
H -1.953 4.978 -0.471
H -4.209 5.905 -0.307
H -6.016 4.558 0.745
H -5.465 2.298 1.642
H -3.190 1.369 1.422
H -3.855 2.777 -2.383
C 4.450 0.155 4.041
O 4.409 -0.197 2.641
P 3.096 0.218 1.763
O 3.253 -0.577 0.527
O 3.612 1.755 1.623
C 4.834 2.016 0.932
O 1.552 0.670 1.730
C 1.075 2.020 1.857
H 5.448 -0.071 4.404
H 4.253 1.220 4.178
H 3.725 -0.431 4.605
H 5.073 1.218 0.230
H 5.649 2.131 1.646
H 4.712 2.952 0.389
H 1.325 2.572 0.955
H 1.470 2.524 2.735
H 0.001 1.954 1.947
C 2.043 -2.929 -0.475
O 2.326 -4.287 -0.878
P 2.957 -5.302 0.232
O 3.432 -6.443 -0.558
O 1.533 -5.571 0.976
C 0.514 -6.257 0.259
O 3.810 -5.314 1.588
C 3.233 -5.270 2.899
H 1.498 -2.452 -1.289
H 1.417 -2.919 0.423
H 2.957 -2.377 -0.285
H 0.933 -6.876 -0.534
H -0.190 -5.539 -0.168
H -0.019 -6.890 0.967
H 2.745 -6.217 3.113
H 2.530 -4.448 3.009
H 4.053 -5.128 3.600

Total charge: +1
Energy in Eh: -7721.86449
Strongest force on any atom in eV/A: 6.0
Kohn-Sham gap in eV: 7.9